84
Properties=species:S:1:pos:R:3:forces:R:3 method="wB97M-V/def2-TZVPD" homo_lumo_gap_ev=4.83 charge=-1
C -3.23300 -0.03142 4.35574 0.4 -0.4 0.3
C -2.40318 -0.89556 3.33010 -1.5 -0.8 0.8
F -1.04971 -0.48038 3.27668 -0.5 0.1 -0.1
C -3.09622 -1.06622 1.94361 0.9 -0.1 0.5
C -2.81123 0.02939 0.86085 -2.1 -0.8 0.2
C -3.40703 1.39225 1.35914 0.5 0.5 -0.9
C -2.44351 2.31059 2.15151 -0.4 1.0 -0.8
C -1.56412 3.23117 1.21935 0.5 -0.8 0.6
Cl -3.51744 3.49754 3.09431 0.3 -0.4 0.1
N -1.46301 0.09912 0.32119 0.0 -0.7 0.9
C -0.70721 -1.11455 0.26256 1.9 1.3 -0.4
Cl -1.20116 -2.29801 -1.02684 -0.4 0.3 0.4
C 0.77867 -0.68679 -0.11382 -0.4 -1.3 0.6
C 1.60864 -0.18624 1.10892 0.1 0.5 -0.2
Cl 0.73720 0.48368 -1.49317 0.4 -0.4 0.5
C -3.78649 -0.34457 -0.36491 -0.3 0.0 -2.5
O -4.88635 -0.89154 -0.17012 -0.1 -0.2 1.8
O -3.40039 -0.02571 -1.51903 0.7 0.5 0.9
H -3.61946 -0.70944 5.15372 0.2 0.4 -0.6
H -2.58841 0.70085 4.89051 -0.5 -0.3 -0.6
H -4.12061 0.44114 3.90077 0.7 0.0 0.2
H -2.38395 -1.91328 3.79052 0.4 0.6 -0.4
H -2.85761 -2.09139 1.57172 -0.1 0.8 0.0
H -4.19054 -1.09027 2.14339 0.7 0.1 -0.3
H -4.36397 1.23490 1.89781 0.8 -0.2 -0.2
H -3.70014 1.95160 0.43620 0.3 -0.2 0.7
H -1.82614 1.82266 2.92382 -0.4 0.1 -0.5
H -1.32573 2.74230 0.25197 -0.3 0.2 0.5
H -2.05623 4.20380 1.02703 0.3 -0.7 0.1
H -0.59301 3.37779 1.74614 -0.6 0.3 -0.4
H -0.85872 0.79095 0.75682 -0.3 -0.1 0.0
H -0.59399 -1.68765 1.20763 -0.4 0.1 -0.5
H 1.25226 -1.62292 -0.47873 -0.2 0.8 -0.1
H 2.54511 -0.78270 1.17934 -0.5 0.6 -0.1
H 1.84389 0.89274 0.96839 0.0 -0.8 0.2
H 1.09157 -0.28362 2.08494 0.0 -0.1 -0.7
C -2.50036 2.96976 -5.67923 0.1 0.1 0.1
C -1.90924 2.27786 -4.62643 0.0 0.0 -0.1
C -1.09071 2.94597 -3.72954 0.0 -0.1 0.1
C -0.84992 4.30666 -3.88644 -0.1 0.0 -0.2
C -1.42482 4.99690 -4.95859 0.0 0.0 0.1
C -2.25876 4.32538 -5.84629 -0.1 -0.2 -0.1
C -1.14063 6.43703 -5.17052 -0.3 0.1 -0.5
O -1.64201 7.04201 -6.10031 0.1 0.0 0.1
C -0.22186 7.13042 -4.22861 0.1 0.0 0.1
C 0.10104 8.46655 -4.44448 0.1 0.2 0.0
C 0.94566 9.12655 -3.56586 0.0 -0.1 0.0
C 1.46502 8.45708 -2.46137 -0.1 0.0 -0.1
C 1.15058 7.12465 -2.24528 0.1 0.2 0.1
C 0.31450 6.45482 -3.13254 0.0 0.2 -0.1
C 0.01312 5.01488 -2.90856 0.1 -0.4 0.4
O 0.47113 4.43289 -1.94578 0.0 0.1 -0.1
H -3.14746 2.44783 -6.37381 0.0 0.0 0.0
H -2.08923 1.21672 -4.50259 0.0 0.1 0.1
H -0.63949 2.40183 -2.90929 -0.1 0.1 0.0
H -2.71672 4.85869 -6.66992 0.1 0.1 0.1
H -0.30377 8.99138 -5.30083 -0.1 -0.2 0.0
H 1.19969 10.16569 -3.73885 0.0 0.0 0.0
H 2.11956 8.97592 -1.77106 0.0 0.0 0.0
H 1.55962 6.60481 -1.38791 -0.1 -0.1 -0.1
C -0.33013 -6.69573 0.66515 0.2 0.0 0.1
C -0.19305 -5.32420 0.46935 -0.1 -0.1 0.0
C 1.01153 -4.70025 0.74914 -0.1 0.1 0.0
C 2.08252 -5.44001 1.23692 -0.1 -0.1 0.0
C 1.93861 -6.81281 1.45631 0.0 0.1 0.0
C 0.73244 -7.43888 1.15797 -0.2 0.0 -0.1
C 3.05594 -7.60879 2.02236 -0.2 -0.5 0.0
O 2.93564 -8.80451 2.21104 0.1 0.1 0.0
C 4.32612 -6.91481 2.36390 0.1 0.1 0.0
C 5.36428 -7.63342 2.94805 0.2 0.0 0.1
C 6.55734 -6.99979 3.25861 -0.1 0.0 0.0
C 6.72252 -5.64630 2.97858 -0.1 0.0 0.0
C 5.68932 -4.92481 2.40169 0.2 0.0 0.1
C 4.48546 -5.55369 2.10139 0.1 -0.1 0.1
C 3.37248 -4.76093 1.51529 -0.1 0.6 -0.2
O 3.51681 -3.57810 1.27469 0.1 -0.1 0.0
H -1.27015 -7.18362 0.43739 0.0 0.0 0.0
H -1.02652 -4.74069 0.09659 0.1 0.0 0.0
H 1.11409 -3.63425 0.59030 0.1 -0.1 0.0
H 0.62078 -8.50455 1.31405 0.1 0.0 0.1
H 5.24069 -8.68720 3.16448 -0.1 0.1 -0.1
H 7.36260 -7.56043 3.71821 0.0 0.0 0.0
H 7.65807 -5.15375 3.21529 0.0 0.0 0.0
H 5.81887 -3.87095 2.18927 -0.2 0.0 0.0

=====

10
Properties=species:S:1:pos:R:3:forces:R:3 method="wB97M-V/def2-TZVPD" homo_lumo_gap_ev=8.43
C 0.72703 -0.56215 1.30628 -4.5 0.8 -2.1
C 0.15140 0.75673 -2.53703 0.3 0.9 0.6
C -0.48348 -0.45564 1.95435 2.4 0.6 -1.4
C 0.05764 0.72122 -1.24710 0.1 0.6 -1.7
Cl -1.89186 0.37621 1.28139 0.7 -0.4 0.1
Br -0.79411 -0.90843 3.73178 0.1 -0.4 0.5
H 0.68608 -0.26516 0.17974 0.1 -0.3 2.7
H 1.52588 -1.18755 1.50978 1.3 -0.9 1.5
H 0.63901 1.40082 -3.26110 0.2 -0.1 0.3
H -0.61758 0.12395 -2.91810 -0.8 -0.9 -0.4

=====

60
Properties=species:S:1:pos:R:3:forces:R:3 method="wB97M-V/def2-TZVPD" homo_lumo_gap_ev="6.07 / 6.07"
Pd 0.50100 0.16168 0.17682 -1.0 -2.5 -1.7
N 0.19728 0.00649 -2.22336 0.3 -0.2 1.1
C 1.50459 -0.19333 -2.75133 0.2 0.0 -0.3
C 2.01948 0.72116 -3.66095 -0.1 0.1 0.0
C 3.27344 0.53924 -4.21906 0.0 0.0 0.0
C 4.01766 -0.57914 -3.87932 0.0 0.0 -0.1
C 3.51494 -1.47535 -2.94998 0.0 0.0 0.0
C 2.26769 -1.29518 -2.35625 0.0 0.1 0.0
C 1.80176 -2.21744 -1.29368 0.0 0.2 -0.1
C 2.03983 -3.58981 -1.40339 -0.1 0.0 0.1
C 1.68977 -4.45864 -0.38300 0.0 0.0 0.0
C 1.08954 -3.96985 0.76711 0.0 0.0 0.0
C 0.83443 -2.60984 0.88417 -0.1 0.2 0.1
C 1.17457 -1.74298 -0.14119 0.1 1.3 0.3
H -0.29842 0.72764 -2.72603 -0.1 0.1 0.2
H -0.34663 -0.84670 -2.20694 -0.1 -0.1 -0.1
H 1.42579 1.58887 -3.92830 0.0 0.0 0.0
H 3.66281 1.26797 -4.91744 0.0 0.0 0.0
H 4.98774 -0.74539 -4.32807 0.0 0.0 0.0
H 4.11326 -2.32749 -2.65419 0.0 0.0 0.0
H 2.48804 -3.98069 -2.30825 0.0 0.0 0.0
H 1.88376 -5.51805 -0.49000 0.0 0.0 0.0
H 0.82268 -4.64219 1.57218 0.0 0.0 0.0
H 0.37161 -2.23197 1.79064 0.0 0.1 0.0
C -1.35547 5.81578 5.34968 0.0 0.0 0.0
C -0.41068 4.61946 5.53910 0.0 0.0 0.0
C -0.74490 3.89132 6.85042 0.0 0.0 -0.1
C 1.02075 5.14854 5.63381 0.0 0.0 0.0
C -0.58499 3.65485 4.36835 0.0 0.0 0.0
C 0.42072 3.37426 3.46501 0.1 0.0 0.0
C 0.16760 2.49301 2.42954 0.1 -0.2 -0.2
Br 1.63300 2.13153 1.20959 0.4 0.7 0.7
C -1.04303 1.81723 2.19757 0.1 0.2 0.1
O -1.21556 0.99150 1.20673 0.3 0.2 -0.1
C -2.07713 2.12307 3.13971 -0.1 0.1 -0.1
C -1.81460 3.01425 4.16290 0.0 0.0 0.0
C -3.45196 1.46629 2.98376 0.0 0.0 -0.1
C -4.43979 1.91521 4.06450 0.1 0.0 0.0
C -3.30289 -0.05810 3.08704 0.0 0.0 -0.1
C -4.05095 1.85679 1.62253 0.0 0.0 0.0
H -1.22295 6.54225 6.15545 0.0 0.0 0.0
H -2.39995 5.50106 5.34339 0.0 0.0 0.0
H -1.14813 6.31262 4.40024 0.0 0.0 0.0
H -0.57749 4.54692 7.70832 0.0 0.0 0.0
H -0.11635 3.00581 6.96027 0.0 0.0 0.0
H -1.78523 3.56705 6.87249 0.0 0.0 0.0
H 1.11615 5.78808 6.51298 0.0 0.0 0.0
H 1.28207 5.74522 4.75753 0.0 0.0 0.0
H 1.74237 4.33489 5.72930 0.0 0.0 0.0
H 1.40029 3.82702 3.53458 0.0 0.0 0.0
H -2.61105 3.24144 4.85638 0.0 0.0 0.0
H -4.10247 1.62870 5.06288 0.0 0.1 0.0
H -5.40384 1.43393 3.89059 0.0 0.0 0.0
H -4.60029 2.99464 4.03539 0.0 0.0 0.0
H -2.87232 -0.32998 4.05350 0.0 0.0 0.0
H -2.65789 -0.44188 2.29810 0.0 0.0 0.0
H -4.28098 -0.53857 3.00083 0.0 0.0 0.0
H -4.14111 2.94339 1.55612 -0.1 0.0 0.0
H -5.04521 1.41794 1.50452 0.0 0.0 0.0
H -3.41940 1.51181 0.80788 0.0 0.0 0.0

=====

43
Properties=species:S:1:pos:R:3:forces:R:3 method="wB97M-V/def2-TZVPD" homo_lumo_gap_ev=7.57 smiles="O=C(Nc1ccc(-c2ccc(Cl)nc2)cc1)C1=C(O)c2ccccc2S(=O)(=O)N1"
O -1.84439 -1.36162 0.68366 1.9 0.6 0.4
O 4.10677 -2.12983 0.64222 -1.4 -1.0 2.1
O 2.76351 -0.63407 1.98687 0.0 -0.5 1.4
Cl -0.50016 9.43871 -3.17493 -0.5 -1.1 0.6
N -1.51761 7.36084 -1.67971 0.6 0.6 -1.4
O -1.26319 -3.20499 2.59416 0.8 -0.2 1.6
C -0.60522 -1.20128 0.76513 -1.7 0.1 -1.4
C 0.04660 -3.04778 2.27007 -0.2 2.5 -4.3
C 0.32294 -2.34380 1.08875 0.6 1.4 1.0
C -1.57959 6.07700 -1.29294 2.0 1.0 -0.8
C -0.68642 7.70551 -2.71682 -2.1 1.4 2.3
C 0.08306 6.84524 -3.39130 2.5 -0.9 -0.8
C 1.87500 -5.24907 4.63020 1.5 1.7 -1.0
C 3.25221 -5.04205 4.32839 -2.2 1.9 -0.9
C 0.85765 -4.48108 4.02578 1.1 -2.1 0.1
C 0.08580 5.52214 -2.98071 -1.0 -0.4 0.4
C 0.66668 3.31685 -0.94137 1.1 -2.0 0.4
C -1.71074 2.91807 -1.14494 1.6 -0.5 0.7
C 0.81754 2.01214 -0.42417 -2.1 1.6 1.0
C -1.58604 1.67804 -0.53794 1.2 -0.6 0.6
C 3.56974 -4.01587 3.44339 0.3 0.2 0.0
C 1.17420 -3.57292 2.98891 -1.0 -1.9 2.4
C -0.71751 5.12804 -1.90167 -0.4 -0.8 0.5
C -0.59795 3.74977 -1.27312 -0.2 1.5 -1.5
C -0.33133 1.25463 -0.06858 1.1 0.2 -1.6
C 2.53287 -3.31631 2.82344 0.8 1.4 -2.3
N 0.06052 0.00393 0.49285 -2.3 -1.1 0.1
N 1.64350 -2.22394 0.49121 -0.6 -1.0 0.8
S 2.92920 -1.99558 1.51996 0.8 1.1 -2.6
H -1.86043 -2.50001 2.23766 0.8 -0.4 -0.4
H -2.10761 5.87405 -0.35469 -0.1 -0.1 -0.6
H 0.91875 7.18209 -4.04182 -1.2 -0.1 0.1
H 1.71020 -5.93234 5.40399 -0.8 -1.0 0.9
H 4.07332 -5.49168 4.79696 0.6 -1.1 0.8
H -0.16118 -4.83584 4.22820 0.3 0.8 -0.2
H 0.65908 4.82216 -3.57389 0.2 -0.2 0.4
H 1.61664 3.84576 -1.12203 -0.9 0.2 0.1
H -2.60835 3.21530 -1.59049 -1.4 0.4 -0.3
H 1.74375 1.72343 0.00217 1.0 -0.4 -0.1
H -2.36462 0.97015 -0.41735 -1.0 -0.2 0.0
H 4.64362 -3.77619 3.28937 -1.0 0.0 -0.2
H 0.87217 0.12288 1.02808 1.7 -0.2 0.6
H 1.77162 -1.65587 -0.37833 -0.4 -0.7 1.2

=====

68
Properties=species:S:1:pos:R:3:forces:R:3 method="wB97M-V/def2-TZVPD" homo_lumo_gap_ev="5.57 / 5.56" charge=+2
Re 0.75710 0.62030 0.12340 -2.9 0.1 3.2
C 6.64850 -2.53730 -1.58920 0.0 0.0 0.0
C 5.70030 -2.78830 -2.72180 -0.4 0.0 0.1
C 6.12980 -3.45720 -3.86090 -0.2 0.1 -0.1
C 5.28700 -3.66720 -4.93790 -0.1 0.1 0.0
C 3.98440 -3.19420 -4.89900 0.1 -0.1 -0.1
C 3.52560 -2.52950 -3.78090 0.1 0.2 0.2
C 4.37260 -2.33420 -2.69060 0.3 -0.6 -0.8
N 3.93980 -1.58170 -1.57670 -0.4 0.6 0.7
C 2.68620 -1.43370 -1.10420 0.4 -1.5 -0.5
N 1.75120 -2.35490 -1.37100 0.6 0.4 0.1
C 0.37680 -2.30090 -1.06890 -0.8 0.1 0.2
C -0.24070 -1.23920 -0.38330 0.8 1.0 0.1
C -1.60710 -1.32110 -0.11110 0.0 0.1 0.2
C -2.35900 -2.40150 -0.53050 0.1 0.1 -0.1
C -1.74220 -3.43460 -1.21510 0.1 0.1 0.1
C -0.38600 -3.40680 -1.49590 0.1 0.2 0.0
C 0.20980 -4.52980 -2.29480 0.0 0.0 0.0
N 2.38010 -0.39360 -0.33980 -0.1 -0.3 0.0
C 3.10470 0.82030 -0.35610 0.1 0.5 0.4
C 3.15920 1.55230 -1.55910 0.1 0.5 -0.3
C 3.77360 2.78400 -1.59180 -0.2 -0.3 -0.2
C 4.35750 3.29490 -0.43490 0.0 -0.2 0.3
C 4.32360 2.57420 0.74670 0.0 0.3 -0.1
C 3.70830 1.32780 0.82160 -0.4 -0.3 0.1
C 3.70580 0.56150 2.10810 -0.1 -0.1 0.1
H 7.54490 -3.13930 -1.72020 0.0 0.1 0.1
H 6.21030 -2.78830 -0.62240 0.0 0.0 0.0
H 6.95490 -1.48730 -1.57910 0.1 0.0 0.1
H 7.14650 -3.81230 -3.90790 0.2 0.0 0.0
H 5.65040 -4.17880 -5.81340 0.0 -0.1 -0.1
H 3.33350 -3.32430 -5.74690 -0.1 0.0 -0.1
H 2.52700 -2.11650 -3.78310 -0.1 0.0 0.0
H 4.66160 -1.03630 -1.12170 -0.2 0.1 0.0
H 2.06060 -3.21420 -1.81200 0.1 0.2 0.0
H -2.08420 -0.52340 0.44410 0.0 0.0 -0.1
H -3.41820 -2.43900 -0.33830 -0.1 0.0 0.1
H -2.31900 -4.28720 -1.53960 -0.1 -0.1 -0.1
H -0.57610 -5.23040 -2.56420 0.1 -0.1 0.0
H 0.96400 -5.08870 -1.74130 0.1 -0.1 0.0
H 0.64370 -4.16650 -3.22630 0.1 0.0 -0.1
H 2.70670 1.13290 -2.45070 0.0 0.0 0.0
H 3.78660 3.35120 -2.50850 0.1 0.1 -0.1
H 4.83660 4.26100 -0.46180 0.1 0.1 0.0
H 4.77320 2.98170 1.64080 0.1 0.0 0.0
H 4.72390 0.43150 2.47670 0.0 0.0 0.0
H 3.23080 -0.41270 2.00060 0.1 0.0 0.0
H 3.15760 1.12010 2.86670 0.0 0.0 0.1
C -0.77570 5.20160 -0.76020 0.7 0.5 -0.1
O -1.92220 4.42380 -0.44370 -0.2 0.1 -0.1
C -1.87240 3.13050 -0.40170 -1.6 -1.0 1.2
S -3.14610 2.18180 -0.00080 0.6 0.6 -0.2
S -0.40700 2.30370 -0.92800 1.5 -1.6 0.0
H -1.12130 6.23260 -0.80960 0.0 -0.1 0.0
H -0.35180 4.90990 -1.72320 -0.1 0.0 0.0
H -0.02070 5.09270 0.02350 -0.1 0.1 0.0
C 0.07500 0.53250 1.86770 1.6 1.0 -4.9
C -0.31950 0.25450 3.15630 -0.1 -0.8 1.3
C -1.12470 1.10250 3.95320 0.1 0.0 -0.4
C -1.50920 0.70520 5.21440 0.0 0.0 0.0
C -1.11470 -0.53460 5.71030 0.1 0.0 -0.2
C -0.30180 -1.37260 4.95020 0.0 -0.2 0.2
C 0.09980 -0.99300 3.69290 -0.1 0.4 -0.3
H -1.44580 2.05040 3.55180 0.0 0.1 0.0
H -2.12080 1.35610 5.82280 0.0 0.0 0.0
H -1.44720 -0.85170 6.68800 0.0 0.0 0.1
H 0.01450 -2.32580 5.34840 0.0 0.0 0.0
H 0.71710 -1.61910 3.06870 0.1 -0.2 0.0

=====

15
Properties=species:S:1:pos:R:3:forces:R:3 method="wB97M-V/def2-TZVPD" homo_lumo_gap_ev=10.87 smiles="C=NC.N#CN.Cl"
C -1.03359 -1.80376 0.33364 -4.3 2.1 0.4
C 1.45775 -0.00513 1.12078 -1.2 4.0 -2.2
C 1.20407 0.95498 -1.06795 -1.1 -2.1 2.3
N 0.02738 -2.13212 0.48071 3.9 -1.6 0.5
N -2.32823 -1.42908 0.18983 0.7 -1.6 -0.4
N 0.89984 0.92730 0.36451 0.5 -3.0 2.3
Cl -1.77303 1.82759 -0.20645 -1.2 0.5 -0.3
H 2.33783 -0.52128 0.79417 0.1 -0.8 -0.4
H 1.15749 -0.07700 2.14578 -0.1 0.0 0.4
H -0.53539 1.64688 0.22780 0.7 -0.4 0.7
H 0.28499 1.08454 -1.57570 -0.7 0.6 -0.8
H 1.86288 1.72049 -1.08811 2.2 2.5 -1.4
H 1.56893 -0.00249 -1.32407 1.0 -0.9 -0.7
H -2.50076 -1.70196 -0.75428 -1.1 0.0 -0.7
H -2.63015 -0.48895 0.35933 0.6 0.6 0.3